No. 1
16
Properties=species:S:1:pos:R:3 method="wB97M-V/def2-TZVPD" total_energy_ha=-415.01939 fmax_ev_per_a=4.06 s2=0.750 total_charge=+2 lumo_ev="-6.64 / -7.21" gap_ev="5.315 / 7.676" multiplicity=2
C -1.642 2.055 0.491
C -1.500 0.936 -0.243
C -1.199 -0.428 0.229
H -1.881 3.000 0.003
H -1.576 2.056 1.583
H -1.589 1.002 -1.331
H -1.539 -1.239 -0.422
C -1.199 -0.764 1.538
O -1.152 -1.056 2.647
O 2.056 0.074 -0.257
C 1.733 -1.052 -0.544
C 0.935 -2.058 -0.783
Li 0.840 1.573 0.279
Ba 5.363 0.952 -1.180
H 1.380 -2.120 -1.881
H 0.970 -2.930 -0.131


No. 2
12
Properties=species:S:1:pos:R:3 method="wB97M-V/def2-TZVPD" total_energy_ha=-550.54147 smiles=NCN.S fmax_ev_per_a=5.45 lumo_ev=0.74 gap_ev=9.895
S -2.903 -0.738 1.526
H -1.967 0.016 1.093
H -2.551 -0.640 2.873
N 1.309 -0.832 0.063
C 1.225 0.547 -0.365
N 0.223 0.994 -1.312
H 1.335 -1.517 -0.702
H 0.539 -1.220 0.604
H 2.276 0.786 -0.618
H 0.931 1.317 0.369
H -0.788 0.805 -1.274
H 0.371 0.482 -2.258


No. 3
62
Properties=species:S:1:pos:R:3 method="wB97M-V/def2-TZVPD" total_energy_ha=-1438.30503 fmax_ev_per_a=0.21 total_charge=+1 lumo_ev=-2.95 gap_ev=7.566
N 3.398 -4.891 -0.304
C 3.446 -4.480 -1.705
C 2.245 -3.570 -1.965
P 0.798 -4.259 -1.159
O 0.618 -5.799 -1.436
H 4.158 -5.515 -0.060
H 3.486 -4.086 0.309
H 4.368 -3.995 -2.036
H 3.334 -5.377 -2.319
H 2.035 -3.482 -3.034
H 2.372 -2.552 -1.581
H 0.817 -4.017 0.212
H -0.347 -3.632 -1.647
H 1.398 -6.347 -1.268
C 0.327 2.608 -2.775
O -1.053 2.454 -2.528
C -1.866 2.308 -3.688
C -2.485 0.928 -3.737
N -1.477 -0.098 -3.966
C -1.937 -1.466 -3.779
C -2.430 -1.873 -2.394
O -1.404 -1.941 -1.401
C -1.012 -0.694 -0.836
H 0.792 2.895 -1.833
H 0.798 1.684 -3.136
H 0.518 3.392 -3.514
H -1.283 2.508 -4.592
H -2.667 3.048 -3.627
H -3.217 0.892 -4.549
H -3.036 0.792 -2.796
H -0.679 0.080 -3.372
H -1.118 -2.138 -4.056
H -2.746 -1.655 -4.490
H -2.844 -2.882 -2.457
H -3.232 -1.221 -2.036
H -1.855 -0.003 -0.783
H -0.211 -0.219 -1.409
H -0.648 -0.881 0.175
C 2.514 3.028 5.030
O 1.134 3.164 5.291
C 0.474 4.171 4.534
C -0.509 3.563 3.558
N 0.177 2.816 2.514
C -0.685 2.035 1.640
C -1.537 0.926 2.253
O -0.796 -0.191 2.719
C -0.281 -0.073 4.035
H 2.922 2.371 5.796
H 2.717 2.590 4.045
H 3.029 3.992 5.084
H 1.207 4.790 4.006
H -0.073 4.808 5.232
H -1.087 4.369 3.095
H -1.212 2.949 4.137
H 0.869 2.213 2.939
H -0.050 1.577 0.875
H -1.357 2.723 1.115
H -2.181 0.540 1.460
H -2.199 1.301 3.041
H -0.960 0.491 4.679
H 0.697 0.415 4.060
H -0.174 -1.080 4.435